# 1
An isolated molecule of C4H10O2, computed with ωB97M-V with the def2-TZVPD basis set.

Summary:
Total energy = -308.85790 Eh
HOMO = -0.36195 hartree
SMILES = CO[C@@H](C)CO
Relative energy (zero: lowest compared OMol25 entry of this formula, charge and spin) = 105.7 kJ/mol
Gap between HOMO and LUMO = 10.901 eV

XYZ file:
```
16
Properties=species:S:1:pos:R:3:forces:R:3:mulliken_charge:R:1
C 1.682937 1.149630 0.147777 0.2172 0.1719 -0.0528 -0.71
O 0.648885 0.380931 0.723408 -0.0034 -0.0859 0.0695 -0.45
C -0.100523 -0.382530 -0.220489 -0.1089 -0.0709 -0.1018 0.52
C -0.131289 -1.829651 0.237556 -0.0221 -0.0582 0.0021 -1.43
C -1.505999 0.229189 -0.296285 -0.0821 -0.3505 -0.0420 -0.65
O -1.446039 1.634931 -0.292750 0.0833 0.1240 0.1639 -0.53
H 2.443429 0.511813 -0.326652 -0.1244 0.0749 0.0737 0.30
H 1.293929 1.853784 -0.601300 0.0709 -0.1082 0.1059 0.34
H 2.151234 1.711411 0.960322 -0.0388 -0.0742 -0.1338 0.25
H 0.378906 -0.304355 -1.206879 -0.0448 0.0203 0.1353 0.33
H 0.876113 -2.255750 0.247602 -0.1344 0.0574 -0.0202 0.34
H -0.762465 -2.439602 -0.419054 0.0868 0.1028 0.0704 0.37
H -0.536338 -1.883619 1.253713 0.0521 0.0095 -0.1408 0.35
H -2.005522 -0.075092 -1.221711 0.0752 -0.0071 0.1251 0.33
H -2.108346 -0.143924 0.549106 0.1009 0.0799 -0.0917 0.31
H -0.878910 1.842841 0.465632 -0.1275 0.1143 -0.1627 0.34
```
Forces are in eV/Å.


# 2
An isolated molecule of C14H12Cl2N2O in a non-equilibrium geometry, computed with ωB97M-V with the def2-TZVPD basis set.

Summary:
Total energy = -1645.72717 Eh
HOMO = -0.31841 hartree
SMILES = Cc1ccc(Cl)cc1/N=[N+](\[O-])c1cc(Cl)ccc1C
Gap between HOMO and LUMO = 8.051 eV

XYZ file:
```
31
Properties=species:S:1:pos:R:3:forces:R:3:mulliken_charge:R:1
C -2.530060 -1.438056 0.307791 0.1601 0.2814 0.3919 -1.21
C -1.837525 -1.776324 -0.988023 -0.0119 -0.3295 -0.5252 0.60
C -2.190962 -2.961826 -1.675167 1.3920 0.7260 -0.8030 -0.76
C -1.524919 -3.319699 -2.868501 -0.4475 0.0712 -0.0466 -0.53
C -0.544404 -2.476366 -3.427805 -0.9818 0.0257 1.4422 0.12
Cl 0.227784 -2.886931 -4.920405 -0.0102 0.0029 0.0162 -0.22
C -0.188626 -1.307345 -2.747871 -0.4616 -0.5377 0.3291 -0.36
C -0.804006 -0.956645 -1.522985 0.3507 -1.6904 -0.4936 0.37
N -0.429584 0.209198 -0.846328 -0.1983 3.0970 2.0623 -0.78
N 0.605768 0.235100 -0.056414 -2.0150 -2.6680 -3.8717 1.29
O 1.325109 -0.758739 -0.074074 1.8413 -0.5108 1.6217 -0.60
C 0.958992 1.408028 0.675095 0.5653 2.0518 2.0461 -0.01
C 0.464680 2.628592 0.213266 -0.5369 -0.1362 -0.4231 -0.18
C 0.627482 3.804705 0.926826 0.8439 0.1476 -0.1802 -0.07
Cl -0.025485 5.324707 0.286625 0.3224 -0.8741 0.3784 -0.21
C 1.433453 3.814163 2.060072 -0.1256 -0.4979 0.9638 -0.40
C 1.936737 2.611034 2.607911 -0.5749 -0.4932 -2.1072 -0.86
C 1.722769 1.384009 1.904885 -0.7340 -0.2985 0.1818 0.78
C 2.165616 0.062982 2.539133 0.3893 0.2790 -0.1430 -1.17
H -3.361286 -2.123740 0.522842 0.0375 0.3343 -0.3958 0.40
H -2.874376 -0.372166 0.336492 0.3268 -0.9445 0.0686 0.29
H -1.833594 -1.633975 1.138417 -0.0773 0.4591 -0.1055 0.24
H -2.943756 -3.641761 -1.284842 0.0500 0.2769 0.0241 0.34
H -1.844686 -4.238826 -3.386974 0.3823 0.5655 0.2429 0.36
H 0.587594 -0.709987 -3.184602 0.2310 0.3971 0.0914 0.43
H -0.086133 2.653775 -0.721271 -0.0153 -0.1115 0.1666 0.50
H 1.599940 4.741980 2.598924 -0.0051 -0.0547 -0.1557 0.39
H 2.533593 2.607451 3.521546 -0.2908 0.0141 -0.3006 0.34
H 2.909265 -0.415044 1.887970 -0.1203 0.0858 0.3091 0.28
H 1.344195 -0.648080 2.615364 -0.1261 0.0762 -0.1134 0.28
H 2.576426 0.179785 3.562102 -0.1601 0.2554 -0.6714 0.36
```
Forces are in eV/Å.


# 3
A structure of composition C7H12F21O27S7Zn3 in a non-equilibrium geometry, computed with ωB97M-V with the def2-TZVPD basis set.

Summary:
Total energy = -12528.12051 Eh
Total charge = -1
HOMO = -0.22563 hartree
Gap between HOMO and LUMO = 4.742 eV

XYZ file:
```
77
Properties=species:S:1:pos:R:3:forces:R:3:mulliken_charge:R:1
Zn 3.061436 -1.796629 -0.807728 -1.6451 0.1082 0.8484 0.41
Zn -1.929294 -3.393249 -0.134888 -0.1185 1.0960 2.0889 0.93
Zn -1.193954 0.581381 2.824632 0.1010 0.3037 -0.0475 1.37
C 2.336006 3.717751 -0.203688 -1.0655 3.0807 -1.2120 0.36
F 3.403446 2.997941 -0.161398 2.1346 -1.8280 -0.6863 -0.20
F 1.274906 2.909741 -0.183838 -0.2672 0.0068 0.1704 0.10
F 2.396076 4.472311 0.893322 -0.7809 0.1583 -0.1840 -0.20
S 2.241596 4.857411 -1.879758 -0.4159 4.1860 1.1881 1.05
O 3.372696 5.859481 -1.872158 -1.4873 -3.3630 0.1291 -0.69
O 2.221406 3.842221 -2.932768 0.9666 -1.0859 0.0168 -0.83
O 0.970366 5.600071 -1.812168 1.1403 -1.6788 0.4208 -0.63
C -4.842904 -0.281369 0.137322 0.0031 -1.5529 1.6901 0.48
F -3.910664 0.351531 -0.561638 -0.6117 0.3746 -0.6860 -0.12
F -5.769364 0.514651 0.676982 1.0513 -0.2332 -1.0075 -0.20
F -5.481944 -1.222669 -0.626818 0.6017 1.0216 0.0242 -0.25
S -3.924234 -1.189869 1.518662 -0.6555 1.2535 2.8856 0.95
O -4.985074 -1.375399 2.493702 0.9995 -0.6584 -1.3658 -0.64
O -3.374524 -2.429689 0.907822 -0.7714 0.8017 0.1220 -0.59
O -2.925144 -0.211039 2.022882 -1.5044 -1.4614 -1.6972 -0.46
C 3.124276 1.176921 2.579272 -0.9918 -0.0423 2.9089 0.48
F 3.739366 2.314911 2.515062 0.2496 1.0143 -0.5993 -0.19
F 2.389856 0.931931 1.521962 0.5944 -0.4535 -1.1861 -0.17
F 4.085276 0.256641 2.795712 -0.1611 -0.7103 -0.7311 -0.27
S 1.929406 1.170371 4.074202 -0.5600 3.2768 2.6286 1.09
O 0.606566 0.963021 3.422042 1.1035 0.1258 0.3058 -0.39
O 2.278396 0.100231 4.969602 0.3499 -0.8068 -0.7494 -0.69
O 2.081676 2.506871 4.717652 -0.2948 -2.5859 -2.0616 -0.70
C -2.766144 4.081901 0.434292 3.8491 1.1874 1.5071 0.59
F -3.097074 5.341771 0.188592 -0.5036 0.0395 0.5306 -0.23
F -3.791494 3.311521 0.330172 -1.2861 -1.1827 -0.5236 -0.22
F -1.781974 3.814501 -0.471618 -1.0665 -0.7496 0.3277 -0.19
S -1.842574 3.844791 2.216272 0.4668 2.4931 1.5822 1.00
O -1.803074 2.359001 2.384052 -0.4048 0.5759 -0.6486 -0.18
O -0.548134 4.501161 2.023252 -1.6970 -1.4510 -0.3576 -0.62
O -2.636454 4.457491 3.303422 0.3535 -1.0757 -2.1340 -0.70
C 1.063226 -5.056119 -3.041728 -0.1512 -1.2143 2.0342 0.51
F 0.578036 -4.113909 -3.781668 -0.2645 1.3969 -0.8951 -0.18
F 0.250816 -6.134849 -3.197738 1.1224 0.7931 0.3860 -0.20
F 2.318776 -5.333769 -3.386538 -0.5456 -0.0761 -0.0161 -0.20
S 1.062246 -4.533419 -1.157178 -1.1210 -2.0198 2.7092 0.77
O -0.293624 -4.000169 -0.881518 1.5518 -1.2484 -2.0846 -0.61
O 1.329726 -5.735699 -0.382238 -0.0416 1.2176 -1.7490 -0.66
O 2.042536 -3.478169 -0.909268 0.2452 -0.9627 -1.2494 -0.38
C 1.019856 -3.255449 3.619092 -2.1459 -0.4163 3.4625 0.46
F 1.318906 -4.546929 3.492872 0.2330 0.4191 -0.8371 -0.24
F 1.200246 -2.976179 4.955972 -0.5592 -0.1974 -1.5400 -0.22
F 1.819166 -2.452599 2.986252 1.3124 0.6100 -1.3253 -0.28
S -0.784374 -2.903929 3.127392 -1.5227 -0.6425 1.2099 0.74
O -0.920204 -1.449709 3.163262 0.6663 -1.1270 0.5311 -0.84
O -0.875594 -3.380009 1.729422 0.4948 -0.5997 0.6846 -0.67
O -1.567244 -3.647759 4.117392 1.3987 1.0921 -1.7516 -0.62
C -0.138344 0.264811 -1.780378 1.7195 0.6408 0.3824 -0.57
F 0.989776 0.946631 -2.087358 -0.6549 -1.3383 0.4041 0.34
F -1.107304 1.099251 -1.855588 -1.5246 0.7344 0.4816 -0.05
F -0.367344 -0.712859 -2.665828 0.4876 -0.3730 -0.5791 -0.31
S -0.046824 -0.606909 -0.107628 -1.0226 1.9238 2.3450 -2.93
O -1.054134 -1.634029 -0.301908 0.6730 1.4508 -0.4239 1.86
O 1.326686 -1.157039 -0.008648 -0.9339 0.9645 0.0472 1.44
O -0.445414 0.373601 0.945772 1.9316 -2.1380 -3.7284 1.60
O 3.611266 1.205121 -3.010178 0.5053 -1.4785 -0.0897 -0.61
H 3.932956 1.217691 -3.911618 0.1835 0.3485 -0.2007 0.29
H 3.066086 1.988671 -2.938978 -0.5157 1.1388 0.2133 0.30
O -4.048164 2.546221 -2.585648 0.1505 0.0590 -0.2588 -0.63
H -4.837854 2.173451 -2.977638 -0.2163 -0.0135 -0.1251 0.27
H -3.861784 1.980051 -1.836688 0.0740 0.0613 0.2639 0.32
O -2.940864 -2.955899 -1.812248 -0.1469 -0.6708 -0.7965 -0.21
H -2.945244 -3.545769 -2.566078 0.1124 -0.2967 -0.2690 0.28
H -3.507064 -2.229389 -2.072708 -0.2727 0.5450 0.4527 0.23
O -0.093304 2.867911 -4.173108 -0.4495 -0.6671 -0.6125 -0.71
H -0.803834 2.726371 -3.547538 -0.2477 0.2503 0.1144 0.31
H 0.698866 2.887391 -3.636158 0.5096 0.6464 0.3069 0.35
O 3.631256 -2.262809 1.102302 0.8371 0.1983 -1.1065 -0.32
H 4.445136 -2.484949 1.554502 0.5197 0.1633 -0.0893 0.27
H 2.941056 -2.486589 1.726622 -0.9049 0.0607 0.2093 0.45
O 2.411636 -1.472949 -2.693848 1.2453 -0.1316 -0.0944 -0.25
H 3.023256 -1.017049 -3.272048 0.2835 0.9724 -0.1943 0.22
H 1.648276 -1.649919 -3.243568 -0.6918 -0.2595 0.2803 0.21
```
Forces are in eV/Å.


- Which of these has the lowest total energy?
  C7H12F21O27S7Zn3